1.
Here is a 7-piece molecular cluster, C21H50F3N7O8P overall from the OMol25 dataset. Energies are from the ωB97M-V functional and the def2-TZVPD basis.

The geometry in XYZ format:
```
90
Properties=species:S:1:pos:R:3:forces:R:3
C 3.099 0.022 -2.495 -1.15 0.44 1.43
P 1.311 0.040 -3.270 1.60 -3.62 -2.93
O 0.493 -1.409 -2.755 0.55 2.10 -0.73
N 0.563 1.522 -2.550 -0.02 0.23 2.18
C -0.676 1.992 -3.309 -0.10 1.81 -1.89
O -1.910 2.000 -2.509 0.92 -4.38 -0.27
C -2.425 0.646 -2.254 -2.72 -0.84 0.71
F -2.534 -0.222 -3.449 0.78 3.05 4.02
F -3.836 0.832 -1.747 5.30 -0.75 -1.71
F -1.714 -0.110 -1.197 -2.03 2.73 -3.71
H 3.770 -0.837 -2.927 -1.67 1.66 0.73
H 2.922 -0.114 -1.330 1.13 0.25 -2.21
H 3.552 1.078 -2.759 -0.84 -2.12 0.58
H -0.046 -1.777 -3.522 0.99 0.94 1.24
H 1.323 2.252 -2.573 -0.95 -0.66 0.14
H 0.387 1.311 -1.542 -0.29 0.77 -0.45
H -0.436 3.116 -3.632 -1.04 -2.46 0.96
H -0.732 1.381 -4.306 -0.18 0.86 2.10
C 4.979 -2.822 1.662 0.23 0.02 -0.06
C 3.903 -1.904 1.152 -0.44 0.12 -0.02
O 4.143 -0.975 0.387 -0.11 0.08 -0.10
N 2.623 -2.134 1.569 0.75 0.48 -0.46
C 2.156 -3.169 2.458 -0.31 -0.02 0.00
H 5.946 -2.523 1.250 -0.29 0.06 0.01
H 5.035 -2.762 2.752 -0.04 -0.24 -0.09
H 4.773 -3.849 1.348 0.03 0.04 0.26
H 1.949 -1.479 1.188 0.22 -0.24 0.14
H 1.418 -3.771 1.921 0.02 -0.18 0.27
H 1.679 -2.691 3.316 0.00 -0.31 0.14
H 2.964 -3.814 2.806 -0.21 0.14 -0.02
C 1.260 -6.188 6.057 -0.19 -0.16 -0.12
C 2.536 -5.455 5.747 0.71 0.49 0.21
O 3.048 -5.476 4.631 -0.14 0.04 -0.12
N 3.124 -4.750 6.756 -0.35 -0.56 -0.93
C 2.671 -4.611 8.119 0.19 0.30 0.36
H 0.904 -6.705 5.163 0.21 0.15 0.11
H 1.439 -6.932 6.839 -0.17 0.15 0.02
H 0.491 -5.479 6.376 0.04 -0.17 0.15
H 3.980 -4.280 6.479 -0.32 -0.11 0.14
H 2.513 -3.549 8.318 -0.06 -0.39 0.21
H 3.454 -4.992 8.778 -0.19 -0.04 0.20
H 1.745 -5.156 8.306 0.22 0.00 -0.15
C -4.767 3.472 -3.040 0.02 0.03 0.22
C -4.858 3.655 -4.529 -0.03 0.17 -0.83
O -3.890 3.986 -5.208 -0.02 -0.23 0.32
N -6.068 3.439 -5.122 0.93 0.14 0.25
C -7.305 3.048 -4.491 -0.23 0.02 -0.36
H -3.747 3.676 -2.704 -0.24 0.03 -0.24
H -5.442 4.169 -2.537 -0.01 -0.19 0.05
H -5.018 2.441 -2.775 -0.14 0.29 0.07
H -6.059 3.580 -6.127 -0.02 -0.01 0.31
H -7.629 2.104 -4.933 -0.23 0.02 0.22
H -8.050 3.820 -4.696 -0.17 -0.18 0.20
H -7.200 2.925 -3.412 0.06 0.05 -0.25
C -2.192 1.720 -8.305 -0.04 0.22 -0.02
C -1.075 0.747 -8.567 0.92 0.03 -0.42
O 0.014 1.104 -9.006 -0.57 -0.15 0.33
N -1.306 -0.571 -8.299 0.30 0.50 -0.03
C -2.513 -1.170 -7.783 0.22 -0.32 -0.12
H -1.868 2.731 -8.563 0.05 -0.29 0.03
H -3.059 1.466 -8.921 -0.04 0.04 0.21
H -2.460 1.702 -7.245 -0.22 0.03 -0.11
H -0.513 -1.171 -8.498 -0.27 0.17 0.00
H -2.269 -1.673 -6.845 -0.33 -0.10 0.06
H -2.864 -1.907 -8.509 -0.27 -0.03 0.22
H -3.299 -0.435 -7.606 0.23 -0.09 -0.08
C 4.536 -0.255 7.050 0.17 -0.02 0.15
C 3.212 -0.894 6.738 -0.54 -0.41 0.14
O 2.724 -1.770 7.447 0.25 0.67 -0.40
N 2.549 -0.468 5.624 0.19 -0.39 0.61
C 2.963 0.541 4.680 -0.34 -0.10 -0.19
H 4.950 -0.690 7.963 -0.22 0.02 -0.19
H 5.239 -0.435 6.232 -0.01 0.21 0.06
H 4.404 0.819 7.208 0.16 -0.07 -0.13
H 1.663 -0.941 5.473 0.28 0.15 0.07
H 2.201 1.323 4.663 0.20 0.18 -0.18
H 3.030 0.078 3.694 0.14 0.27 -0.14
H 3.927 0.981 4.939 -0.22 -0.15 0.01
C -0.581 3.662 2.821 0.17 0.05 0.17
C -0.672 3.845 1.331 0.12 0.18 -0.55
O 0.295 4.176 0.652 -0.16 -0.31 0.00
N -1.883 3.629 0.739 0.84 0.03 0.11
C -3.119 3.239 1.370 -0.27 0.02 -0.35
H 0.439 3.866 3.157 -0.19 0.01 -0.23
H -1.257 4.359 3.324 0.00 -0.21 0.06
H -0.832 2.631 3.086 -0.12 0.15 0.11
H -1.874 3.770 -0.266 -0.08 0.05 0.34
H -3.443 2.294 0.928 -0.25 0.00 0.22
H -3.865 4.010 1.165 -0.17 -0.18 0.21
H -3.014 3.115 2.449 0.06 0.06 -0.26
```
Forces are in eV/Å.

## Properties
* total energy: -2456.07635 Ha
* total charge: +1
* LUMO: -3.05 eV
* max |F|: 5.62 eV/Å

Mulliken atomic charge list, values in e, 4 entries: -0.7678, 0.3156, -0.4716, -0.1114

=====

2.
Here is a 7-piece molecular cluster, C21H50F6N6O5P overall from the OMol25 dataset. Energies are from the ωB97M-V functional and the def2-TZVPD basis.

The geometry in XYZ format:
```
89
Properties=species:S:1:pos:R:3:forces:R:3
P 0.608 -2.616 1.701 -1.22 -1.97 -0.97
F -0.484 -3.770 1.465 -0.99 0.20 -0.29
F -0.453 -1.332 1.693 0.13 -1.33 -0.37
F 0.291 -2.848 3.298 0.81 0.22 -0.36
F 1.721 -1.592 2.038 1.54 0.97 -0.21
F 1.772 -3.822 1.583 -0.53 0.87 0.83
F 0.716 -2.546 0.019 0.25 1.04 1.30
C 0.703 8.437 -3.651 0.12 -0.48 -0.47
C 1.691 7.806 -2.696 -0.15 -0.40 0.41
N 1.665 6.284 -2.707 -1.21 2.18 -0.50
C 0.498 5.737 -1.955 -0.54 0.25 -2.04
C 0.492 4.251 -1.808 0.88 -1.98 1.79
C 2.884 5.786 -2.207 2.18 -0.83 -0.25
C 4.232 6.119 -2.967 -1.35 0.19 0.08
H -0.306 8.239 -3.289 -0.13 -0.19 -0.53
H 0.949 8.004 -4.620 -0.74 -0.15 -0.20
H 0.777 9.515 -3.801 0.34 0.08 0.49
H 2.690 8.188 -2.908 0.14 -0.49 -0.25
H 1.471 8.224 -1.714 -0.01 -0.34 0.66
H 0.234 6.239 -1.024 0.53 0.19 0.39
H -0.362 5.890 -2.607 -0.11 0.61 -0.07
H 0.968 3.621 -2.559 -0.46 0.53 -0.72
H 1.032 3.880 -0.936 0.62 0.50 0.38
H -0.461 3.810 -1.513 -0.53 0.43 -0.74
H 2.885 4.701 -2.313 -0.46 -0.02 0.71
H 2.961 6.114 -1.171 0.57 -0.42 0.57
H 4.850 5.221 -2.988 0.27 0.23 0.53
H 4.714 6.985 -2.514 0.32 -0.20 -0.18
H 4.059 6.306 -4.027 -0.28 0.31 -0.02
C -0.038 -6.003 -5.008 -1.21 0.80 0.02
O -0.946 -6.230 -5.800 1.13 0.02 0.25
N 1.175 -5.453 -5.231 -0.45 -0.78 -1.63
C 2.159 -5.473 -4.114 -0.07 0.55 -1.47
C 1.630 -5.154 -6.676 1.06 0.50 2.15
H -0.193 -6.045 -3.918 -0.18 -0.56 0.09
H 2.558 -4.460 -4.146 0.68 -0.29 0.48
H 2.889 -6.266 -4.277 0.40 0.30 -0.25
H 1.770 -5.686 -3.118 -0.73 0.29 -0.34
H 0.949 -5.161 -7.527 -0.64 -0.72 0.86
H 1.995 -4.127 -6.658 0.13 0.14 0.12
H 2.513 -5.766 -6.864 -0.15 -0.21 -0.24
C 7.567 -1.300 -0.864 2.96 -1.13 1.34
O 8.751 -1.695 -0.560 -3.90 1.59 -1.12
N 7.199 -0.095 -1.335 -0.09 0.14 -0.34
C 5.782 0.183 -1.718 1.13 0.99 0.61
C 8.155 1.013 -1.373 -0.25 -0.14 0.79
H 6.670 -1.905 -0.663 0.30 -0.42 -0.23
H 5.272 0.705 -0.908 -0.18 -0.42 0.35
H 5.215 -0.687 -2.049 0.34 0.05 0.09
H 5.818 0.969 -2.472 -0.01 -0.40 -0.52
H 8.189 1.474 -2.361 0.28 -0.10 0.07
H 7.905 1.759 -0.620 -0.70 0.35 -0.18
H 9.114 0.703 -0.958 0.10 -0.54 -0.83
C -7.042 -3.417 -1.947 1.00 1.24 -0.78
O -7.214 -4.028 -2.989 -0.18 -0.16 0.73
N -5.823 -3.032 -1.478 1.20 1.01 1.68
C -5.619 -2.193 -0.208 -0.91 -1.15 -0.54
C -4.556 -3.409 -2.122 -0.80 -0.24 -0.78
H -7.837 -2.905 -1.382 -0.30 -0.49 0.19
H -4.865 -2.594 0.470 0.34 -0.37 -0.56
H -6.508 -2.234 0.422 -0.35 0.09 -0.37
H -5.366 -1.145 -0.369 -0.04 -0.11 -0.55
H -4.134 -4.294 -1.645 0.42 0.39 0.29
H -4.702 -3.705 -3.161 -0.55 -0.04 0.04
H -3.904 -2.540 -2.209 0.21 -0.18 0.66
C -4.332 -4.444 6.538 -1.81 0.28 1.67
O -5.205 -3.874 7.244 2.31 -1.05 -1.76
N -3.502 -5.416 7.010 -0.51 0.97 -2.34
C -2.826 -6.410 6.095 0.05 1.55 0.69
C -3.448 -5.698 8.385 1.22 -1.90 1.61
H -4.175 -4.256 5.465 -0.24 0.15 0.09
H -1.886 -6.027 5.700 0.44 0.05 0.68
H -3.331 -6.591 5.146 -0.85 -0.33 0.55
H -2.682 -7.266 6.754 0.06 -0.30 -0.73
H -2.407 -5.947 8.592 0.35 0.18 0.25
H -3.735 -4.998 9.170 -0.41 0.47 -0.95
H -3.924 -6.659 8.583 -0.60 -0.06 0.24
C -3.119 2.376 4.898 -1.25 -0.85 0.63
O -4.073 1.737 5.367 1.39 1.82 -0.76
N -3.061 3.703 4.559 0.95 1.10 -0.25
C -1.854 4.293 3.976 0.17 0.10 0.05
C -4.054 4.708 4.930 -0.64 -1.70 1.93
H -2.162 1.864 4.713 -0.01 0.10 -0.22
H -1.173 3.564 3.536 -0.58 -0.12 -0.57
H -1.162 4.850 4.608 -0.37 -0.06 1.12
H -2.210 5.089 3.323 0.24 -0.45 -0.75
H -3.834 5.129 5.911 0.65 0.32 0.10
H -4.276 5.562 4.290 0.18 -0.68 -0.66
H -4.897 4.080 5.221 -0.72 0.41 -0.64
```
Forces are in eV/Å.

## Properties
* total energy: -2475.59544 Ha
* energy above the lowest of the compared OMol25 structures with the same formula, charge and spin: 302.0 kJ/mol
* total charge: -1
* LUMO: 1.85 eV
* max |F|: 4.36 eV/Å

Mulliken atomic charge list, values in e, 4 entries: 1.2051, -0.3487, -0.3776, -0.3754

=====

Question: The highest total charge belongs to which entry?
Answer: C21H50F3N7O8P

=====

Question: What is the total energy in the second record?
Answer: -2475.59544 Ha

=====

Question: Among the records above, which one has the lowest total charge?
Answer: C21H50F6N6O5P